Record 1
DFT (ωB97M-V/def2-TZVPD) results for an isolated molecule of C21H30O4.

Geometry (Å):
C (0.40043, -3.51026, 3.15204)
H (1.40034, -3.95531, 3.17029)
O (0.45681, -2.11784, 2.97454)
C (1.06311, -1.62575, 1.85536)
C (1.55908, -2.40751, 0.82334)
C (2.13975, -1.81760, -0.29767)
C (2.22552, -0.42806, -0.36888)
C (1.73453, 0.37004, 0.65449)
C (1.15390, -0.22801, 1.78199)
O (0.69212, 0.56256, 2.80422)
C (-0.72717, 0.74317, 2.80580)
C (-1.17919, 1.47439, 1.57685)
C (-1.58449, 0.93495, 0.43109)
C (-1.76299, -0.53182, 0.17873)
H (-1.75035, -1.11224, 1.09583)
H (-0.95879, -0.89473, -0.46283)
H (-2.70647, -0.71071, -0.33517)
C (-1.94065, 1.81801, -0.73510)
H (-1.66565, 1.32530, -1.67030)
H (-1.39523, 2.76103, -0.67181)
C (-3.44918, 2.13047, -0.75990)
C (-3.78909, 3.01369, -1.92088)
C (-3.86623, 4.33902, -1.92462)
C (-4.20388, 5.09676, -3.17614)
H (-4.37493, 4.42405, -4.01242)
H (-3.39294, 5.77684, -3.43671)
H (-5.10033, 5.69721, -3.02294)
C (-3.64253, 5.21534, -0.72839)
H (-3.35027, 4.64874, 0.14915)
H (-4.55159, 5.77157, -0.49859)
H (-2.85960, 5.94166, -0.94557)
H (-3.94893, 2.48729, -2.85393)
H (-3.72661, 2.59401, 0.18720)
H (-4.00783, 1.19621, -0.84723)
H (-1.05750, 2.54789, 1.62839)
H (-1.22124, -0.22960, 2.91305)
H (-0.92009, 1.33945, 3.70030)
O (1.76408, 1.72850, 0.66253)
C (2.28867, 2.39466, -0.45710)
H (1.72374, 2.16039, -1.36577)
H (3.34591, 2.15545, -0.61310)
H (2.19153, 3.45692, -0.23823)
H (2.67147, 0.01744, -1.24393)
C (2.66165, -2.59579, -1.41214)
C (2.57980, -3.91266, -1.58742)
C (3.16090, -4.63880, -2.76177)
O (2.22403, -5.46466, -3.41999)
H (1.81976, -6.05210, -2.77148)
H (4.01867, -5.24554, -2.42185)
H (3.51631, -3.93555, -3.51745)
H (2.07032, -4.54561, -0.87251)
H (3.16875, -2.01258, -2.17108)
H (1.50008, -3.48057, 0.88307)
H (-0.07811, -3.66345, 4.11828)
H (-0.19951, -3.99304, 2.37249)

The energy is -1119.05840 a.u. The calculation puts the LUMO energy at 0.024 Eh. As for the net charge: 0. The calculation puts the relative energy (zero: lowest compared OMol25 entry of this formula, charge and spin) at 314.98 kJ/mol. As for the HOMO energy: -7.988 eV. As for the HOMO-LUMO gap: 8.633 eV.

=====

Record 2
DFT (ωB97M-V/def2-TZVPD) results for an isolated molecule of C21H30O6.

Geometry (Å):
C (-0.60588, -3.29722, -2.07371)
C (-0.51211, -1.99544, -1.87600)
C (-1.53532, -0.99694, -2.32407)
C (-2.06540, -0.24894, -1.12746)
C (-2.82811, -0.92259, -0.18911)
C (-3.31076, -0.30039, 0.95402)
C (-2.99061, 1.03426, 1.15012)
C (-2.23296, 1.73281, 0.22658)
C (-1.77416, 1.10603, -0.92398)
O (-1.04366, 1.72472, -1.91150)
C (-0.98061, 3.13015, -1.97056)
C (0.28841, 3.68590, -1.31603)
O (0.22609, 3.43943, 0.06971)
C (1.43572, 3.59000, 0.77527)
C (2.50991, 2.55219, 0.41876)
H (3.24489, 2.52776, 1.22319)
H (3.02946, 2.83078, -0.50049)
C (1.91914, 1.15362, 0.24312)
C (1.26520, 0.64164, 1.52482)
O (1.42276, 1.11377, 2.61734)
O (0.52587, -0.42736, 1.25677)
C (-0.14932, -1.05923, 2.34810)
C (-0.35648, -2.52190, 2.00252)
H (-0.94250, -3.00062, 2.78166)
H (-0.88180, -2.60039, 1.05451)
H (0.59999, -3.03109, 1.91708)
H (0.45213, -0.93606, 3.25524)
H (-1.10874, -0.55116, 2.48739)
C (3.00654, 0.14398, -0.09843)
O (4.14155, 0.19956, 0.29034)
O (2.51879, -0.81195, -0.88520)
C (3.37822, -1.90658, -1.21475)
C (3.29793, -2.99482, -0.15503)
H (2.26830, -3.32516, -0.04077)
H (3.65615, -2.61268, 0.79815)
H (3.91437, -3.83931, -0.44960)
H (3.01887, -2.26970, -2.17976)
H (4.40394, -1.53599, -1.30847)
H (1.15917, 1.11447, -0.54040)
H (1.84260, 4.60137, 0.62770)
H (1.15031, 3.46992, 1.82183)
H (0.35636, 4.76787, -1.51260)
H (1.15835, 3.19636, -1.76978)
H (-0.95526, 3.38118, -3.03694)
H (-1.86701, 3.58585, -1.52007)
H (-1.97362, 2.75822, 0.43133)
H (-3.33198, 1.54386, 2.04006)
C (-4.15682, -1.05275, 1.93790)
H (-3.83425, -2.08903, 2.01331)
H (-5.19856, -1.04859, 1.61515)
H (-4.10868, -0.59486, 2.92330)
H (-3.05361, -1.96600, -0.36268)
H (-2.35402, -1.50671, -2.83795)
H (-1.07397, -0.28568, -3.01096)
H (0.32616, -1.57504, -1.33882)
H (0.14735, -3.98610, -1.72827)
H (-1.43828, -3.73542, -2.60185)

The energy is -1269.64139 a.u. The calculation puts the LUMO energy at 0.030 Eh. As for the net charge: 0. The calculation puts the relative energy (zero: lowest compared OMol25 entry of this formula, charge and spin) at 0.00 kJ/mol. As for the HOMO energy: -8.214 eV. As for the HOMO-LUMO gap: 9.039 eV.

=====

Record 3
DFT (ωB97M-V/def2-TZVPD) results for a structure of composition C21H31BN9O2S2SeW.

Geometry (Å):
W (-0.76584, 0.36094, -0.00597)
C (0.41408, -2.23193, 1.25595)
C (-0.71099, -2.87244, 0.45341)
N (-1.46679, -1.83971, -0.32475)
C (-2.94353, -1.94802, -0.22105)
C (-3.48235, -0.96763, 0.77622)
C (-4.74550, -1.06443, 1.33479)
C (-5.19687, -0.03382, 2.14324)
C (-4.38515, 1.06694, 2.38404)
C (-3.12960, 1.09703, 1.81204)
C (-2.12916, 2.20613, 1.94699)
N (-0.78416, 1.59884, 1.83736)
C (-0.40384, 0.94971, 3.12471)
C (0.47017, -0.26845, 2.90084)
N (-0.17191, -1.00313, 1.80147)
N (-2.69394, 0.08508, 1.03935)
H (1.26903, -1.96364, 0.63485)
H (0.73871, -2.92456, 2.03873)
H (-1.41461, -3.35539, 1.13559)
H (-0.33174, -3.63715, -0.22316)
H (-1.24936, -1.96980, -1.31085)
H (-3.25529, -2.96647, 0.01736)
H (-3.37543, -1.69033, -1.19285)
H (-5.36589, -1.92144, 1.11674)
H (-6.18416, -0.08481, 2.58109)
H (-4.71857, 1.88790, 3.00208)
H (-2.24623, 2.75230, 2.88569)
H (-2.24737, 2.92010, 1.12599)
H (-0.14098, 2.39309, 1.60684)
H (-1.32940, 0.64558, 3.62374)
H (0.08441, 1.68432, 3.76669)
H (0.50606, -0.87200, 3.81392)
H (1.47501, 0.00697, 2.59176)
H (-1.09921, -1.25416, 2.14260)
C (3.75200, -1.59573, 2.30302)
N (3.81984, -1.54505, 0.85957)
C (4.47829, -2.45748, 0.05587)
C (4.42696, -1.96921, -1.20140)
N (3.75503, -0.76787, -1.17750)
B (3.88957, 0.25151, -2.33667)
N (2.54297, 0.92971, -2.83633)
C (2.70037, 1.99992, -3.67926)
C (1.49826, 2.29551, -4.22768)
N (0.59982, 1.39651, -3.71414)
C (-0.80804, 1.37192, -4.06778)
C (1.25807, 0.58944, -2.85325)
S (0.52670, -0.69533, -1.93558)
C (3.38154, -0.51461, 0.09042)
S (2.48566, 0.83406, 0.61272)
H (4.50289, -2.29607, 2.66098)
H (2.77234, -1.92837, 2.64834)
H (3.95558, -0.60485, 2.70620)
H (4.92422, -3.34881, 0.45737)
H (4.83106, -2.35643, -2.11844)
H (4.59085, 1.16460, -1.99573)
H (4.33533, -0.35275, -3.27696)
H (3.66707, 2.44361, -3.82999)
H (1.20316, 3.04564, -4.93845)
H (-0.89505, 1.60426, -5.12659)
H (-1.35728, 2.10087, -3.47842)
H (-1.20674, 0.37883, -3.88016)
O (0.46560, 3.64848, 0.81049)
C (0.43098, 3.25692, -0.34592)
O (0.03931, 2.08683, -0.72920)
H (0.76473, 3.89106, -1.18087)
Se (-4.85067, 0.64831, -2.62767)
C (-3.26853, 0.82751, -1.87658)
N (-2.20149, 0.88144, -1.38588)

The energy is -4751.82004 a.u. The calculation puts the LUMO energy (alpha / beta) at -0.116 / -0.135 Eh. As for the expectation value of S²: 2.016. As for the net charge: +1. The calculation puts the relative energy (zero: lowest compared OMol25 entry of this formula, charge and spin) at 67.42 kJ/mol. The spin multiplicity is 3. As for the HOMO energy (alpha / beta): -9.404 / -9.830 eV. As for the HOMO-LUMO gap (alpha / beta): 6.247 / 6.146 eV.

=====

Molar mass list, top to bottom, in g mol⁻¹: 346.467 378.465 779.286